(1)
The following is a quantum chemistry calculation of a 3-piece molecular cluster, C40H34O6 overall, from the Open Molecules 2025 dataset.

Results
SMILES = O=C1c2ccccc2C(=O)c2ccccc21.O=C1c2ccccc2C(=O)c2ccccc21.COCCOCCc1ccc(C)cc1
lowest unoccupied orbital energy = -0.96 eV
DFT total energy = -54317.127 eV
net charge = 0
orbital gap = 7.765 eV
strongest force on any atom = 0.23 eV Å⁻¹
HOMO = -0.3207 Ha

XYZ file:
```
80
Properties=species:S:1:pos:R:3:forces:R:3
O -1.122 -5.192 -2.225 0.0 0.0 0.0
C -1.456 -4.262 -1.524 0.0 0.0 0.0
C -2.466 -4.443 -0.439 0.0 0.0 0.0
C -3.002 -5.707 -0.222 0.0 -0.1 0.1
C -3.922 -5.902 0.793 0.0 0.0 0.0
C -4.314 -4.837 1.597 0.0 0.0 0.0
C -3.789 -3.574 1.381 -0.1 -0.1 0.0
C -2.865 -3.372 0.362 0.0 0.0 0.0
C -2.321 -2.000 0.144 0.0 0.0 0.0
O -2.696 -1.065 0.818 0.0 0.0 0.0
C -1.286 -1.829 -0.913 0.0 -0.1 0.0
C -0.710 -0.578 -1.090 0.1 0.1 0.0
C 0.294 -0.406 -2.027 0.0 0.0 0.0
C 0.726 -1.482 -2.794 0.0 0.0 0.0
C 0.142 -2.726 -2.637 0.1 0.0 0.0
C -0.865 -2.906 -1.697 0.0 0.0 0.1
H -2.685 -6.525 -0.854 0.0 0.0 0.0
H -4.337 -6.888 0.961 0.0 0.0 0.0
H -5.031 -4.994 2.392 0.0 0.0 0.0
H -4.088 -2.734 1.992 0.0 0.0 0.0
H -1.045 0.245 -0.472 0.0 0.0 0.0
H 0.755 0.565 -2.150 0.0 0.0 0.0
H 1.536 -1.350 -3.499 0.0 0.0 0.0
H 0.483 -3.575 -3.214 -0.1 0.0 0.0
O 4.292 -1.945 5.043 0.0 0.0 0.0
C 3.887 -2.123 3.914 0.0 0.0 0.0
C 4.803 -2.014 2.740 0.0 0.0 0.0
C 6.144 -1.726 2.960 0.1 0.0 0.0
C 7.016 -1.635 1.888 0.0 0.0 0.0
C 6.553 -1.833 0.591 0.0 0.0 0.0
C 5.217 -2.114 0.366 0.1 0.0 0.0
C 4.338 -2.204 1.438 0.0 0.0 0.0
C 2.902 -2.497 1.174 -0.2 0.0 0.1
O 2.470 -2.625 0.049 0.1 0.0 -0.2
C 1.990 -2.623 2.346 0.0 0.0 0.0
C 0.649 -2.910 2.120 -0.1 0.0 0.0
C -0.220 -3.039 3.189 0.0 0.0 0.0
C 0.249 -2.882 4.490 0.0 0.0 0.0
C 1.582 -2.590 4.720 -0.1 0.0 0.0
C 2.458 -2.456 3.649 0.0 0.0 0.0
H 6.490 -1.577 3.973 0.0 0.0 0.0
H 8.060 -1.411 2.061 0.0 0.0 0.0
H 7.238 -1.766 -0.244 0.0 0.0 0.0
H 4.840 -2.266 -0.636 0.0 0.0 0.0
H 0.303 -3.028 1.101 0.1 0.0 0.0
H -1.265 -3.259 3.011 0.0 0.0 0.0
H -0.431 -2.986 5.325 0.0 0.0 0.0
H 1.958 -2.459 5.726 0.0 0.0 0.0
C 4.893 4.649 -0.938 0.0 0.1 0.0
O 3.820 3.768 -1.175 0.1 -0.2 -0.1
C 2.767 4.351 -1.901 -0.1 0.1 0.1
C 1.762 3.263 -2.236 0.1 -0.2 -0.1
O 0.656 3.789 -2.935 0.0 0.0 0.0
C -0.412 4.228 -2.106 0.0 0.0 0.2
C -1.527 3.194 -2.099 0.0 0.0 0.1
C -2.889 3.665 -1.648 -0.1 0.1 0.1
C -3.924 2.729 -1.581 0.0 0.0 0.0
C -5.197 3.087 -1.170 0.1 0.0 0.0
C -5.492 4.401 -0.801 0.1 0.0 0.0
C -6.872 4.779 -0.332 0.1 0.0 -0.1
C -4.464 5.330 -0.865 0.0 0.0 0.0
C -3.182 4.971 -1.281 0.0 0.0 0.0
H 5.155 5.206 -1.844 0.0 0.0 0.0
H 4.651 5.363 -0.143 0.0 0.0 0.0
H 5.751 4.055 -0.629 0.0 0.0 0.0
H 2.282 5.150 -1.320 0.0 0.0 0.0
H 3.134 4.789 -2.839 0.0 0.0 0.0
H 1.445 2.735 -1.329 0.1 0.1 0.1
H 2.247 2.534 -2.890 0.0 0.0 0.0
H -0.746 5.197 -2.480 0.0 -0.1 -0.1
H -0.047 4.380 -1.083 0.0 0.1 0.0
H -1.234 2.384 -1.423 0.1 -0.1 -0.2
H -1.600 2.761 -3.101 0.0 0.1 0.0
H -3.715 1.701 -1.860 -0.1 0.0 0.0
H -5.972 2.329 -1.133 0.0 0.0 0.0
H -7.000 5.861 -0.344 0.0 0.0 0.1
H -7.044 4.419 0.685 -0.1 0.0 0.0
H -7.630 4.340 -0.982 0.0 0.0 0.1
H -4.653 6.362 -0.587 0.0 0.0 0.0
H -2.417 5.737 -1.308 0.0 0.0 0.0
```
Positions in Å, forces in eV/Å.

Electronic structure analysis, Mulliken charges in units of e:
1 O -0.68
2 C 0.67
3 C 0.12
4 C -0.67
5 C -0.48
6 C -0.60
7 C -0.49
8 C 0.18
9 C 0.84
10 O -0.70
11 C -0.32
12 C -0.63
13 C 0.11
14 C -0.69
15 C -0.63
16 C 0.32
17 H 0.49
18 H 0.41
19 H 0.42
20 H 0.51
21 H 0.64
22 H 0.27
23 H 0.44
24 H 0.50
25 O -0.67
26 C 0.57
27 C 0.17
28 C -0.60
29 C -0.49
30 C -0.58
31 C -0.48
32 C 0.18
33 C 0.47
34 O -0.59
35 C -0.25
36 C -0.27
37 C -0.22
38 C -0.72
39 C -0.63
40 C 0.43
41 H 0.48
42 H 0.40
43 H 0.42
44 H 0.50
45 H 0.58
46 H 0.41
47 H 0.41
48 H 0.49
49 C -0.75
50 O -0.27
51 C -0.49
52 C -0.42
53 O -0.46
54 C -0.79
55 C 0.56
56 C 0.20
57 C -0.64
58 C -0.62
59 C 0.96
60 C -1.38
61 C -0.93
62 C -0.41
63 H 0.31
64 H 0.28
65 H 0.23
66 H 0.31
67 H 0.37
68 H 0.28
69 H 0.37
70 H 0.39
71 H 0.43
72 H -0.32
73 H 0.42
74 H 0.41
75 H 0.36
76 H 0.35
77 H 0.28
78 H 0.36
79 H 0.30
80 H 0.28

---

(2)
The following is a quantum chemistry calculation of C40H35F9N5O3PS4SeTaTe as an isolated structure, from the Open Molecules 2025 dataset.

Results
lowest unoccupied orbital energy = -4.02 eV
DFT total energy = -206918.574 eV
net charge = +1
orbital gap = 5.587 eV
strongest force on any atom = 3.28 eV Å⁻¹
HOMO = -0.3531 Ha

XYZ file:
```
100
Properties=species:S:1:pos:R:3:forces:R:3
Ta -1.087 0.150 -0.524 1.1 0.4 -3.1
N -0.522 0.156 -5.332 0.0 0.2 0.3
C -0.652 -1.204 -5.249 -0.1 -0.6 0.6
C -0.659 -2.199 -6.214 0.0 0.0 0.0
C -0.826 -3.495 -5.769 0.0 0.0 -0.1
C -0.975 -3.783 -4.409 0.0 -0.1 0.0
C -0.977 -2.792 -3.452 0.0 0.1 0.0
C -0.816 -1.479 -3.874 0.0 -0.5 -0.7
N -0.779 -0.299 -3.168 0.0 1.1 1.2
C -0.600 0.651 -4.070 0.0 -0.3 -0.1
C -0.496 2.059 -3.802 0.2 1.2 -0.4
C -0.170 3.029 -4.719 -0.1 -0.2 0.3
S -0.116 4.562 -3.978 -0.1 -0.5 0.2
C -0.545 3.809 -2.493 0.1 0.3 -0.2
N -0.721 2.535 -2.545 -0.2 -0.4 -0.1
H -0.354 0.681 -6.174 0.0 0.0 0.1
H -0.533 -1.963 -7.260 0.0 0.0 -0.1
H -0.846 -4.303 -6.482 0.0 -0.1 -0.1
H -1.093 -4.811 -4.100 0.0 -0.1 0.0
H -1.098 -3.032 -2.413 0.0 0.0 0.1
H 0.057 2.923 -5.759 0.1 0.0 -0.3
H -0.660 4.380 -1.595 0.0 0.2 0.3
O 1.722 -2.552 0.314 -0.8 0.4 -0.3
C 0.571 -2.386 -0.012 1.0 -1.8 0.7
O 0.077 -1.193 -0.318 2.0 -2.1 0.3
C -0.412 -3.492 -0.101 -0.2 -0.3 0.0
C 0.105 -4.792 -0.096 0.0 0.3 -0.1
C -0.727 -5.888 -0.186 -0.1 0.0 0.1
C -2.103 -5.698 -0.256 0.1 -0.1 0.1
C -2.631 -4.423 -0.260 0.0 0.3 0.0
C -1.797 -3.307 -0.193 0.4 0.1 0.1
S -2.646 -1.762 -0.212 0.5 1.1 -0.2
H 1.178 -4.896 -0.040 0.1 -0.1 0.0
H -0.312 -6.885 -0.190 0.0 -0.1 0.0
H -2.770 -6.545 -0.292 0.0 -0.1 -0.1
H -3.696 -4.256 -0.314 -0.1 -0.1 0.0
S 3.402 2.184 -3.016 0.0 0.0 0.2
P 3.184 1.874 -1.105 0.2 -0.2 -0.2
S 1.189 1.509 -0.589 -0.1 -0.1 -0.4
C 4.233 0.539 -0.428 -0.4 0.4 -0.2
C 3.945 -0.779 -0.752 -0.1 0.0 0.0
C 4.757 -1.794 -0.280 0.0 0.0 0.0
C 5.863 -1.490 0.497 0.0 0.0 0.0
C 6.159 -0.172 0.803 0.1 0.0 0.1
C 5.347 0.849 0.343 -0.1 0.1 0.0
C 3.552 3.311 -0.039 -0.2 -0.3 -0.3
C 3.164 3.326 1.297 0.0 -0.1 0.1
C 3.493 4.410 2.091 0.0 0.0 0.1
C 4.222 5.463 1.556 0.0 0.1 0.0
C 4.609 5.445 0.226 0.0 0.1 0.1
C 4.265 4.372 -0.578 0.0 -0.1 -0.1
H 3.078 -1.006 -1.359 0.0 0.0 0.0
H 4.517 -2.822 -0.504 0.0 -0.1 0.0
H 6.499 -2.282 0.866 0.0 -0.1 0.0
H 7.023 0.064 1.407 0.1 0.0 0.0
H 5.575 1.878 0.584 0.0 0.0 0.0
H 2.607 2.489 1.714 0.1 0.1 -0.1
H 3.190 4.429 3.128 0.0 0.0 0.1
H 4.495 6.298 2.183 0.0 0.1 0.1
H 5.184 6.264 -0.182 0.0 0.1 0.0
H 4.546 4.336 -1.622 0.0 0.0 0.0
C -0.358 3.569 1.265 -0.1 -0.1 -0.3
Te -0.323 1.450 1.774 0.0 1.7 2.4
C -2.023 1.892 3.079 0.1 0.0 -0.3
H -1.262 3.808 0.711 -0.1 0.0 0.0
H 0.517 3.807 0.663 0.0 -0.1 0.1
H -0.335 4.155 2.184 -0.1 -0.2 0.1
H -1.613 2.379 3.959 0.2 0.0 0.1
H -2.559 0.997 3.375 0.1 -0.1 -0.1
H -2.696 2.585 2.580 0.0 0.0 -0.1
C -2.987 -1.176 5.308 -0.5 0.4 -0.1
N -1.716 -1.833 5.438 0.6 -0.2 -0.4
C -1.268 -2.447 6.573 0.6 -0.4 0.4
C -0.025 -2.921 6.311 -0.5 -0.1 0.6
N 0.277 -2.596 5.021 -0.7 0.4 -0.1
C 1.511 -2.875 4.338 0.5 0.0 -0.5
C -0.766 -1.930 4.482 0.0 0.4 -1.1
Se -0.893 -1.355 2.679 -0.3 -1.3 1.4
H -3.742 -1.734 5.861 0.1 0.0 0.0
H -3.260 -1.137 4.254 0.0 0.0 0.1
H -2.928 -0.157 5.699 0.0 -0.1 0.0
H -1.858 -2.508 7.464 -0.1 0.0 0.1
H 0.640 -3.480 6.935 0.2 -0.1 0.1
H 2.134 -3.519 4.955 -0.1 0.0 0.0
H 2.040 -1.944 4.126 0.0 -0.1 0.0
H 1.303 -3.365 3.386 0.0 0.0 0.1
F -5.349 1.059 -2.605 -0.2 0.1 0.3
C -4.065 1.170 -2.313 0.3 -0.6 -0.7
F -3.477 -0.034 -2.472 -0.6 0.2 -0.1
F -3.509 1.975 -3.216 0.0 0.2 -0.1
C -3.749 1.655 -0.880 -1.3 0.5 -0.1
O -2.443 1.409 -0.652 -1.4 0.8 -0.3
C -4.599 0.886 0.191 0.1 -0.2 0.8
F -5.527 1.625 0.781 -0.2 0.2 -0.1
F -3.742 0.491 1.157 -0.6 0.1 0.1
F -5.193 -0.193 -0.292 -0.1 -0.2 -0.2
C -4.036 3.171 -0.749 0.2 0.5 0.2
F -3.793 3.555 0.508 0.1 0.0 0.3
F -3.228 3.884 -1.526 0.1 0.0 -0.1
F -5.285 3.492 -1.054 -0.2 -0.2 -0.1
```
Positions in Å, forces in eV/Å.

Atom charges from the Mulliken analysis, given in e for atoms 1 to 99:
1 Ta 0.45
2 N 0.16
3 C 0.67
4 C -1.34
5 C -0.52
6 C -0.91
7 C 0.10
8 C -0.53
9 N 1.01
10 C 0.24
11 C -1.24
12 C -0.40
13 S -0.19
14 C -0.52
15 N 0.86
16 H 0.24
17 H 0.45
18 H 0.42
19 H 0.51
20 H 0.22
21 H 0.43
22 H 0.26
23 O -0.50
24 C -0.29
25 O 0.98
26 C 0.52
27 C -0.68
28 C -0.80
29 C -0.86
30 C -0.96
31 C 1.07
32 S -0.54
33 H 0.54
34 H 0.48
35 H 0.46
36 H 0.59
37 S -0.45
38 P 1.00
39 S -0.32
40 C 0.33
41 C -0.16
42 C -0.68
43 C -0.58
44 C -0.75
45 C -0.42
46 C -0.02
47 C -0.27
48 C -0.80
49 C -0.55
50 C -0.66
51 C -0.53
52 H 0.37
53 H 0.42
54 H 0.41
55 H 0.42
56 H 0.43
57 H 0.67
58 H 0.46
59 H 0.40
60 H 0.43
61 H 0.41
62 C -0.81
63 Te 0.54
64 C -1.11
65 H 0.12
66 H 0.14
67 H 0.61
68 H 0.52
69 H 0.04
70 H 0.38
71 C -0.96
72 N 0.26
73 C -0.45
74 C -0.49
75 N 0.19
76 C -0.76
77 C -0.19
78 Se -0.66
79 H 0.37
80 H 0.30
81 H 0.30
82 H 0.49
83 H 0.45
84 H 0.30
85 H 0.32
86 H 0.21
87 F -0.28
88 C 0.24
89 F -0.11
90 F -0.24
91 C 1.55
92 O 0.73
93 C 0.24
94 F -0.32
95 F 0.17
96 F -0.26
97 C -0.08
98 F -0.24
99 F -0.15